DFT (ωB97M-V/def2-TZVPD) results for C5H2NO3 as an isolated structure at a distorted geometry.

multiplicity: 1
M: 124.1 g/mol
charge: -1
relative energy (zero: lowest compared OMol25 entry of this formula, charge and spin): 3.663 eV
HOMO level: -0.1167 Eh
gap between HOMO and LUMO: 6.727 eV

Element x y z (Å)
C -1.1357 0.4756 -0.8433
C 0.4423 -0.6095 -0.0132
C 1.5881 -0.1762 0.6082
C -1.0924 -0.7071 -0.1409
C 1.4410 1.1576 -0.1971
N 0.3052 0.6354 -0.8060
O 2.3342 -0.5732 1.5020
O 2.0166 2.2553 -0.1893
O -2.0410 -1.6595 0.3173
H -1.9204 1.0006 -1.4918
H -1.9379 -1.7989 1.2541


DFT (ωB97M-V/def2-TZVPD) results for C5H2NS2 as an isolated structure at a distorted geometry.

multiplicity: 1
M: 140.2 g/mol
charge: -1
relative energy (zero: lowest compared OMol25 entry of this formula, charge and spin): 2.226 eV
HOMO level: -0.1239 Eh
gap between HOMO and LUMO: 6.517 eV

Element x y z (Å)
C 1.9722 1.5550 -2.0917
C -0.0317 0.7218 -0.7201
C 0.1987 -1.9549 -0.2916
C 1.1479 0.5822 -1.3644
C 0.2103 -3.1030 0.1729
N 2.6520 2.3653 -2.5803
S 0.4778 -4.6946 0.4937
S -0.8901 -0.6644 -0.0881
H -0.6265 1.6390 -0.5832
H 1.7423 -0.6499 -1.3347